No. 1
Molecular formula: C24H33F5HgPSbSe5
Method: DFT, the ωB97M-V functional and the def2-TZVPD basis

DFT total energy ... -14175.61958 hartree
Orbital gap (alpha / beta) ... 1.96 / 1.83 eV
Strongest force on any atom ... 0.140 Eh/bohr
Multiplicity ... 2
Net charge ... -1
HOMO energy (alpha / beta) ... -3.16 / -3.16 eV
ΔE to the lowest compared entry with this formula, charge and spin ... 0.0 kJ/mol
Expectation value of S² ... 0.7591

Each line ends with the Mulliken spin population.
CARTESIAN COORDINATES (ANGSTROEM)
Hg1 3.36 0.32 -1.30  0.00
Se1 -7.98 6.13 3.18  -0.04
Sb1 -6.11 4.60 5.16  0.02
Se2 -3.83 2.06 5.10  0.70
Se3 -3.57 4.17 4.89  0.32
Se4 -7.87 3.87 3.83  0.01
C1 5.66 -1.81 1.95  0.00
C2 4.97 -2.03 0.60  0.00
C3 3.53 -2.67 0.66  0.00
C4 2.60 -1.90 1.64  0.00
C5 3.31 -1.62 2.94  0.00
C6 4.71 -0.94 2.80  0.00
P1 1.87 -0.37 0.76  0.00
C7 0.16 -1.11 0.17  0.00
C8 0.44 -2.01 -1.07  0.00
C9 -0.84 -2.52 -1.85  0.00
C10 -2.12 -2.49 -0.94  0.00
C11 -2.35 -1.06 -0.43  0.00
C12 -1.09 -0.22 -0.07  0.00
C13 1.58 1.01 2.03  0.00
C14 2.74 1.99 2.05  0.00
C15 2.35 3.40 1.53  0.00
C16 1.28 3.97 2.45  0.00
C17 0.04 3.08 2.39  0.00
C18 0.25 1.73 1.71  0.00
H1 6.61 -1.33 1.85  0.00
H2 5.88 -2.72 2.49  0.00
H3 5.59 -2.70 0.01  0.00
H4 4.92 -1.05 0.08  0.00
H5 3.61 -3.68 1.08  0.00
H6 3.14 -2.65 -0.38  0.00
H7 1.67 -2.51 1.88  0.00
H8 3.41 -2.52 3.51  0.00
H9 2.67 -0.99 3.58  0.00
H10 5.14 -0.70 3.77  0.00
H11 4.64 0.05 2.33  0.00
H12 -0.09 -1.86 0.95  0.00
H13 0.94 -2.83 -0.58  0.00
H14 1.13 -1.49 -1.71  0.00
H15 -0.58 -3.52 -2.19  0.00
H16 -1.06 -1.91 -2.74  0.00
H17 -2.11 -3.18 -0.08  0.00
H18 -3.05 -2.79 -1.53  0.00
H19 -3.03 -1.08 0.41  0.00
H20 -2.87 -0.50 -1.21  0.00
H21 -1.41 0.31 0.81  0.00
H22 -0.91 0.48 -0.90  0.00
H23 1.46 0.49 3.01  0.00
H24 3.64 1.62 1.50  0.00
H25 3.11 2.16 3.08  0.00
H26 1.88 3.21 0.54  0.00
H27 3.21 4.10 1.43  0.00
H28 0.99 4.99 2.09  0.00
H29 1.67 4.06 3.45  0.00
H30 -0.74 3.60 1.73  0.00
H31 -0.50 2.99 3.32  0.01
H32 0.11 1.88 0.59  0.00
H33 -0.53 1.07 2.08  0.00
F1 -3.69 -0.05 -3.61  0.00
C19 -3.64 -0.49 -4.89  0.00
C20 -4.50 -1.57 -5.29  0.00
F2 -4.90 -2.60 -4.42  0.00
C21 -5.07 -1.64 -6.60  0.00
F3 -5.55 -2.83 -6.96  0.00
C22 -4.98 -0.48 -7.38  0.00
Se5 -6.35 -0.31 -8.67  0.00
C23 -4.03 0.57 -7.10  0.00
F4 -3.98 1.77 -7.57  0.00
C24 -3.12 0.48 -6.00  0.00
F5 -1.82 0.55 -5.97  0.00

---

No. 2
Molecular formula: C24H33N2O6PdSeSi
Method: DFT, the ωB97M-V functional and the def2-TZVPD basis

DFT total energy ... -4314.08439 hartree
Orbital gap (alpha / beta) ... 7.14 / 7.99 eV
Strongest force on any atom ... 0.012 Eh/bohr
Multiplicity ... 3
Net charge ... -1
HOMO energy (alpha / beta) ... -4.57 / -5.61 eV
Expectation value of S² ... 2.0053

Each line ends with the Mulliken spin population.
CARTESIAN COORDINATES (ANGSTROEM)
Pd1 -0.23 -0.12 -0.69  1.34
C1 -1.83 -1.09 0.38  0.25
Si1 -3.03 0.26 0.56  -0.16
C2 -1.97 1.72 1.18  -0.01
N1 -0.83 1.89 0.25  0.18
C3 0.39 2.31 0.97  -0.01
C4 0.29 3.73 1.53  0.00
C5 -0.21 4.71 0.46  0.00
C6 -0.25 4.05 -0.91  0.01
C7 -1.16 2.83 -0.88  -0.01
C8 -4.47 0.02 1.77  0.02
C9 -4.22 0.07 3.15  0.00
C10 -5.23 -0.17 4.08  0.00
C11 -6.52 -0.46 3.64  0.00
C12 -6.78 -0.52 2.28  0.00
C13 -5.77 -0.29 1.37  0.00
C14 -3.80 0.77 -1.09  0.01
C15 -4.76 1.78 -1.12  0.00
C16 -5.27 2.27 -2.32  0.00
C17 -4.81 1.75 -3.52  0.00
C18 -3.85 0.74 -3.52  0.00
C19 -3.35 0.26 -2.31  0.00
H1 -2.19 -2.01 -0.09  0.02
H2 -1.33 -1.35 1.32  0.02
H3 -1.57 1.45 2.16  0.02
H4 -2.52 2.66 1.31  0.00
H5 1.22 2.23 0.27  0.00
H6 0.57 1.58 1.75  0.02
H7 1.28 4.01 1.89  0.00
H8 -0.37 3.74 2.41  0.00
H9 0.41 5.61 0.44  0.00
H10 -1.23 5.05 0.71  0.00
H11 0.75 3.75 -1.25  0.00
H12 -0.63 4.73 -1.67  0.00
H13 -1.11 2.29 -1.82  -0.02
H14 -2.19 3.16 -0.74  0.00
H15 -3.23 0.28 3.51  0.00
H16 -5.01 -0.12 5.14  0.00
H17 -7.30 -0.65 4.36  0.00
H18 -7.78 -0.76 1.94  0.00
H19 -5.99 -0.33 0.31  0.00
H20 -5.13 2.21 -0.19  0.00
H21 -6.01 3.06 -2.32  0.00
H22 -5.18 2.13 -4.46  0.00
H23 -3.46 0.35 -4.45  0.00
H24 -2.58 -0.49 -2.33  0.00
O1 3.68 -2.44 1.28  0.00
C20 2.44 -2.30 0.81  0.01
O2 1.67 -1.47 1.22  0.01
C21 2.08 -3.31 -0.28  0.00
N2 3.28 -4.06 -0.70  0.00
C22 3.56 -3.65 -2.09  0.00
C23 2.20 -3.34 -2.70  0.01
C24 1.51 -2.63 -1.54  0.03
H25 1.35 -3.99 0.17  0.00
H26 3.08 -5.05 -0.68  0.00
H27 4.07 -3.15 0.72  0.00
H28 4.13 -4.42 -2.60  0.00
H29 4.17 -2.74 -2.07  0.00
H30 1.69 -4.27 -2.97  0.00
H31 2.25 -2.68 -3.57  0.00
H32 0.42 -2.69 -1.58  -0.01
H33 1.80 -1.58 -1.56  0.01
O3 1.45 2.38 -3.53  0.01
Se1 1.35 0.88 -2.95  0.01
O4 1.73 0.79 -1.31  0.08
O5 -0.26 0.39 -2.80  0.16
O6 2.18 -0.23 -3.78  0.01

---

No. 3
Molecular formula: C24H33N2ORuSSi
Method: DFT, the ωB97M-V functional and the def2-TZVPD basis

DFT total energy ... -1901.19109 hartree
Orbital gap (alpha / beta) ... 8.82 / 6.05 eV
Strongest force on any atom ... 0.020 Eh/bohr
Multiplicity ... 2
Net charge ... +2
HOMO energy (alpha / beta) ... -14.48 / -14.48 eV
ΔE to the lowest compared entry with this formula, charge and spin ... 14.3 kJ/mol
Expectation value of S² ... 0.7810

Each line ends with the Mulliken spin population.
CARTESIAN COORDINATES (ANGSTROEM)
Ru1 -1.20 0.84 1.48  0.15
C1 0.62 1.21 4.39  0.00
C2 -0.62 1.46 3.59  -0.01
C3 -0.76 2.63 2.81  0.02
C4 -1.96 2.87 2.11  -0.01
C5 -3.04 1.97 2.20  0.01
C6 -2.89 0.79 2.94  -0.01
C7 -1.68 0.52 3.62  0.01
H1 0.50 1.68 5.36  0.00
H2 1.50 1.64 3.92  0.00
H3 0.78 0.14 4.55  0.00
H4 0.04 3.35 2.76  0.00
H5 -2.04 3.74 1.48  0.00
H6 -3.96 2.15 1.64  0.00
H7 -3.68 0.05 2.96  0.00
H8 -1.56 -0.41 4.17  0.00
C8 -3.94 -1.35 0.27  0.00
C9 -2.53 -1.84 0.30  0.00
C10 -2.17 -3.13 -0.12  0.17
C11 -0.85 -3.55 -0.07  -0.05
C12 0.14 -2.68 0.37  0.16
C13 -0.26 -1.40 0.75  -0.07
N1 -1.57 -1.03 0.73  0.09
N2 0.44 -0.32 1.18  0.51
Si1 2.26 -0.19 1.23  -0.02
C14 2.62 1.63 1.35  0.00
C15 2.86 -1.18 2.68  0.02
C16 2.92 -0.91 -0.35  0.02
H9 -4.51 -1.87 -0.49  0.00
H10 -3.97 -0.28 0.07  0.00
H11 -4.42 -1.54 1.23  0.00
H12 -2.94 -3.80 -0.48  0.00
H13 -0.59 -4.55 -0.37  0.00
H14 1.18 -2.98 0.42  0.01
H15 1.76 2.20 1.69  0.00
H16 2.92 2.03 0.38  0.00
H17 3.45 1.81 2.04  0.00
H18 2.63 -0.73 3.65  0.00
H19 3.95 -1.26 2.62  0.00
H20 2.47 -2.20 2.68  0.00
H21 2.29 -0.68 -1.21  0.00
H22 3.05 -2.00 -0.31  0.00
H23 3.90 -0.48 -0.54  0.00
C17 1.77 -1.94 -5.45  0.00
C18 1.26 -0.96 -4.43  0.00
C19 0.14 -1.24 -3.65  0.00
C20 -0.33 -0.33 -2.71  0.00
C21 0.35 0.86 -2.54  0.00
C22 1.48 1.17 -3.29  0.00
C23 1.92 0.26 -4.23  0.00
S1 -0.21 2.07 -1.37  0.00
C24 -1.16 3.12 -2.45  0.00
O1 -1.31 1.38 -0.55  0.00
H24 1.08 -2.78 -5.56  0.00
H25 2.74 -2.33 -5.16  0.00
H26 1.89 -1.46 -6.42  0.00
H27 -0.38 -2.17 -3.79  0.00
H28 -1.21 -0.54 -2.12  0.00
H29 2.02 2.10 -3.14  0.00
H30 2.80 0.49 -4.83  0.00
H31 -1.94 2.51 -2.92  0.00
H32 -0.49 3.52 -3.21  0.00
H33 -1.58 3.92 -1.86  0.00

---

No. 4
Molecular formula: C24H33N3
Method: DFT, the ωB97M-V functional and the def2-TZVPD basis

DFT total energy ... -1098.57753 hartree
Orbital gap ... 8.20 eV
Strongest force on any atom ... 0.020 Eh/bohr
Multiplicity ... 1
HOMO energy ... -8.14 eV
SMILES ... c1ccc2nc(CCCCCCCCCCCCn3cccc3)cnc2c1

Each line ends with the Löwdin charge.
CARTESIAN COORDINATES (ANGSTROEM)
C1 3.04 3.73 1.57  -0.08
C2 3.50 4.11 0.29  -0.08
C3 2.96 3.54 -0.84  -0.02
C4 1.94 2.56 -0.75  -0.20
N1 1.45 2.01 -1.90  0.20
C5 0.51 1.12 -1.73  -0.26
C6 -0.06 0.45 -2.94  -0.16
C7 -1.35 1.09 -3.48  -0.19
C8 -2.51 1.22 -2.49  -0.21
C9 -3.04 -0.12 -1.98  -0.20
C10 -3.74 -0.02 -0.59  -0.19
C11 -3.23 -1.06 0.42  -0.20
C12 -3.33 -0.59 1.88  -0.18
C13 -2.01 -0.59 2.68  -0.21
C14 -1.03 -1.70 2.36  -0.21
C15 0.25 -1.57 3.23  -0.19
C16 1.48 -1.45 2.35  -0.18
C17 1.75 -2.70 1.49  -0.13
N2 2.09 -2.35 0.12  -0.12
C18 1.23 -2.36 -0.94  -0.11
C19 1.92 -1.94 -2.06  -0.12
C20 3.24 -1.67 -1.66  -0.09
C21 3.31 -1.93 -0.30  -0.10
C22 0.04 0.75 -0.45  -0.06
N3 0.49 1.26 0.66  0.15
C23 1.47 2.19 0.52  -0.22
C24 2.03 2.78 1.67  -0.02
H1 3.45 4.15 2.47  0.10
H2 4.28 4.85 0.20  0.10
H3 3.32 3.82 -1.82  0.11
H4 0.68 0.46 -3.73  0.12
H5 -0.25 -0.60 -2.71  0.08
H6 -1.10 2.10 -3.82  0.11
H7 -1.67 0.54 -4.36  0.11
H8 -2.21 1.87 -1.66  0.10
H9 -3.31 1.72 -3.01  0.11
H10 -2.24 -0.86 -1.95  0.09
H11 -3.78 -0.48 -2.69  0.11
H12 -4.81 -0.11 -0.74  0.11
H13 -3.54 0.98 -0.21  0.10
H14 -2.21 -1.29 0.13  0.06
H15 -3.84 -1.96 0.30  0.11
H16 -3.67 0.44 1.86  0.10
H17 -4.10 -1.13 2.42  0.10
H18 -1.52 0.38 2.56  0.10
H19 -2.27 -0.68 3.73  0.11
H20 -1.48 -2.68 2.46  0.12
H21 -0.69 -1.59 1.33  0.07
H22 0.18 -0.64 3.79  0.10
H23 0.34 -2.40 3.93  0.11
H24 1.36 -0.61 1.67  0.08
H25 2.37 -1.23 2.94  0.11
H26 0.88 -3.35 1.48  0.12
H27 2.58 -3.27 1.90  0.12
H28 0.21 -2.67 -0.85  0.11
H29 1.50 -1.86 -3.04  0.09
H30 4.02 -1.32 -2.31  0.09
H31 4.18 -1.82 0.33  0.11
H32 -0.74 -0.01 -0.38  0.09
H33 1.68 2.50 2.65  0.11